[1]
Computed, not measured: C31H45ClN4NiO4S2Si as an isolated structure, with ωB97M-V/def2-TZVPD.

Computed properties:
- ΔE to the lowest compared entry with this formula, charge and spin (kJ/mol) = 7.3
- lowest unoccupied orbital energy (alpha / beta) (hartree) = 0.021 / 0.005
- <S²> = 2.01
- orbital gap (alpha / beta) (eV) = 6.2367 / 6.6551
- 2S+1 = 3

```
89
Properties=species:S:1:pos:R:3:lowdin_charge:R:1
Ni 0.845 1.562 1.081 -0.070
S -0.962 3.059 1.089 0.720
C -2.292 2.017 0.835 -0.660
N -3.561 2.535 0.775 -0.138
C -4.707 1.656 0.715 -0.126
C -4.393 0.503 -0.205 -0.133
N -3.201 -0.156 0.277 -0.126
C -3.131 -1.589 0.035 -0.149
C -3.068 -1.918 -1.441 -0.204
C -4.197 -2.329 -2.137 -0.053
C -4.138 -2.584 -3.501 -0.088
C -2.941 -2.428 -4.183 -0.097
C -1.805 -2.019 -3.495 -0.082
C -1.867 -1.766 -2.134 -0.035
C -2.119 0.603 0.668 -0.617
S -0.614 -0.185 0.943 0.723
C -3.837 3.957 0.696 -0.153
C -4.283 4.352 -0.692 -0.209
C -5.476 5.023 -0.914 -0.049
C -5.866 5.368 -2.204 -0.089
C -5.064 5.036 -3.283 -0.097
C -3.869 4.356 -3.069 -0.081
C -3.482 4.017 -1.785 -0.034
H -5.558 2.221 0.333 0.127
H -4.962 1.285 1.715 0.136
H -4.262 0.870 -1.232 0.138
H -5.211 -0.220 -0.212 0.124
H -4.012 -2.059 0.484 0.126
H -2.250 -1.972 0.542 0.068
H -5.133 -2.460 -1.605 0.108
H -5.026 -2.905 -4.030 0.100
H -2.890 -2.628 -5.245 0.099
H -0.867 -1.898 -4.022 0.100
H -0.992 -1.430 -1.590 0.076
H -2.927 4.487 0.968 0.062
H -4.604 4.222 1.430 0.128
H -6.108 5.280 -0.071 0.109
H -6.802 5.888 -2.363 0.100
H -5.367 5.299 -4.288 0.099
H -3.242 4.088 -3.910 0.101
H -2.556 3.481 -1.609 0.097
O 3.853 0.004 3.952 -0.247
Cl 2.812 0.127 3.001 0.763
O 2.446 -1.326 2.572 -0.327
O 1.616 0.642 3.526 -0.254
O 3.204 0.812 1.812 -0.308
C 0.847 2.965 -1.992 -0.014
C 1.742 3.532 -0.950 -0.398
N 2.056 2.963 0.193 0.008
C 2.897 3.834 0.852 -0.118
C 3.096 4.939 0.093 -0.082
N 2.360 4.730 -1.054 0.102
H 0.410 2.045 -1.606 0.061
H 1.395 2.750 -2.911 0.083
H 0.031 3.654 -2.219 0.074
H 3.299 3.598 1.822 0.104
H 3.672 5.833 0.249 0.107
H 2.263 5.365 -1.825 0.157
C 2.662 -1.558 -0.319 -0.126
Si 3.126 -2.344 1.292 0.639
C 5.002 -2.448 1.498 -0.594
C 5.533 -3.336 0.355 -0.088
C 5.435 -3.047 2.839 -0.078
C 5.676 -1.076 1.336 -0.090
C 2.083 -3.880 1.641 -0.593
C 0.613 -3.506 1.381 -0.111
C 2.196 -4.372 3.088 -0.080
C 2.453 -5.026 0.689 -0.087
H 2.970 -2.204 -1.145 0.046
H 3.153 -0.591 -0.440 0.036
H 1.587 -1.390 -0.383 -0.004
H 5.137 -4.350 0.371 0.061
H 6.621 -3.414 0.452 0.088
H 5.330 -2.907 -0.628 0.081
H 5.153 -4.096 2.933 0.068
H 5.019 -2.503 3.688 0.080
H 6.526 -2.999 2.916 0.089
H 5.353 -0.545 0.440 0.077
H 6.756 -1.237 1.250 0.088
H 5.513 -0.427 2.193 0.061
H 0.260 -2.701 2.026 0.051
H -0.007 -4.388 1.572 0.089
H 0.434 -3.198 0.350 0.065
H 2.003 -3.579 3.812 0.083
H 3.171 -4.803 3.308 0.065
H 1.451 -5.157 3.256 0.088
H 2.460 -4.716 -0.359 0.082
H 1.708 -5.822 0.784 0.087
H 3.422 -5.465 0.924 0.067
```


[2]
Computed, not measured: C7H11Cl13 as an isolated structure, with ωB97M-V/def2-TZVPD.

Computed properties:
- ΔE to the lowest compared entry with this formula, charge and spin (kJ/mol) = 685.8
- lowest unoccupied orbital energy (hartree) = -0.014
- orbital gap (eV) = 9.7868

```
31
Properties=species:S:1:pos:R:3:lowdin_charge:R:1
Cl -12.298 31.728 14.401 0.568
C -11.940 31.559 12.671 -0.658
C -10.455 31.280 12.442 -0.715
Cl -10.068 30.758 10.743 0.551
H -12.220 32.445 12.101 0.073
H -12.577 30.796 12.222 0.069
H -10.172 30.474 13.119 -0.163
H -9.953 32.205 12.728 0.071
Cl -5.838 30.353 19.573 0.580
C -7.569 30.393 19.255 -0.673
C -7.858 30.890 17.844 -0.926
Cl -7.432 32.586 17.615 0.563
H -7.936 31.007 20.078 0.071
H -8.005 29.395 19.289 0.051
H -8.928 30.867 17.640 -0.003
H -7.379 30.234 17.118 -0.043
C -7.844 29.185 12.208 -1.607
Cl -6.813 28.134 13.034 0.654
Cl -7.754 28.865 10.461 0.505
Cl -7.346 30.862 12.512 0.511
H -8.859 29.068 12.586 -0.113
C -8.732 29.288 15.307 -1.192
Cl -10.093 29.089 14.126 0.640
Cl -9.029 29.008 17.007 0.727
Cl -7.920 30.880 15.146 0.608
H -7.987 28.537 15.046 -0.029
C -11.444 28.983 17.900 -1.482
Cl -11.559 27.300 18.571 0.496
Cl -12.502 30.104 18.851 0.514
Cl -11.710 28.929 16.112 0.488
H -10.405 29.156 18.182 -0.135
```


[3]
Computed, not measured: a 2-piece molecular cluster, C11H14IN overall, with ωB97M-V/def2-TZVPD.

Computed properties:
- ΔE to the lowest compared entry with this formula, charge and spin (kJ/mol) = 128.3
- lowest unoccupied orbital energy (alpha / beta) (hartree) = 0.014 / -0.028
- <S²> = 2.05
- orbital gap (alpha / beta) (eV) = 6.5810 / 8.3364
- 2S+1 = 3

```
27
Properties=species:S:1:pos:R:3:lowdin_charge:R:1
C 1.865 1.289 -1.489 -0.107
C 2.344 1.269 -0.183 -0.106
C 0.499 1.190 -1.731 -0.107
C 1.548 1.706 0.831 -0.025
C -0.398 1.479 -0.716 -0.065
C 0.154 1.934 0.596 -0.202
C -0.766 2.129 1.507 -0.188
C 0.982 -2.100 -0.118 -0.090
C -0.430 -2.384 -0.684 -0.263
C -1.527 -1.342 -0.337 -0.352
C -1.735 -1.363 1.097 -0.588
N -1.635 2.737 2.107 0.122
I -3.298 -0.357 2.178 0.784
H 2.710 1.155 -2.240 0.126
H 3.307 1.089 0.054 0.072
H 0.227 1.060 -2.806 0.127
H 1.750 1.809 1.835 0.090
H -1.340 1.710 -1.004 0.083
H 0.897 -1.473 0.872 0.102
H 1.695 -1.589 -0.843 0.079
H 1.555 -2.976 0.087 0.044
H -0.937 -3.218 -0.275 0.077
H -0.508 -2.527 -1.761 0.104
H -0.927 -0.337 -0.697 0.102
H -2.536 -1.365 -0.916 0.139
H -1.099 -1.737 1.902 0.012
H -2.397 2.213 2.735 0.032
```


[4]
Computed, not measured: one molecule with the formula C5H10FNO, with ωB97M-V/def2-TZVPD.

Computed properties:
- ΔE to the lowest compared entry with this formula, charge and spin (kJ/mol) = 277.6
- lowest unoccupied orbital energy (hartree) = 0.029
- orbital gap (eV) = 10.2795

```
18
Properties=species:S:1:pos:R:3:lowdin_charge:R:1
C 2.193 -0.071 0.754 -0.063
C 1.407 0.500 -0.560 -0.176
C 0.044 0.766 -0.252 -0.337
C -0.810 -0.401 0.169 -0.336
C -1.719 -0.996 -0.924 -0.020
H 1.736 -1.100 0.924 0.068
H 2.022 0.596 1.655 0.095
H 3.275 -0.276 0.630 0.067
H 1.507 -0.246 -1.366 0.123
H 1.912 1.429 -0.788 0.109
H -1.872 1.232 1.024 0.029
H -0.046 -1.198 0.348 0.120
H -2.770 -0.457 -0.968 0.126
H -2.043 -1.998 -0.436 0.106
H -1.178 -1.222 -1.806 0.061
N -0.525 1.922 -0.314 0.106
O -1.687 1.958 0.473 -0.042
F -1.448 -0.437 1.437 -0.038
```


[5]
Computed, not measured: a 12-piece molecular cluster, C63H171F3N27O18P9 overall, with ωB97M-V/def2-TZVPD.

Computed properties:
- ΔE to the lowest compared entry with this formula, charge and spin (kJ/mol) = 1396.0
- lowest unoccupied orbital energy (hartree) = -0.003
- orbital gap (eV) = 7.9118

```
291
Properties=species:S:1:pos:R:3:lowdin_charge:R:1
C 4.397 -2.274 0.078 -0.017
C 4.968 -2.285 -1.195 -0.376
O 5.256 -0.919 -1.390 0.195
C 5.258 -0.247 -0.311 -0.684
O 5.597 0.925 -0.217 0.121
O 4.967 -1.037 0.627 0.126
F 4.092 -2.692 -2.077 0.117
H 4.743 -2.936 0.872 0.137
H 3.309 -2.296 0.017 0.127
H 5.789 -2.992 -1.316 0.175
C 0.482 -7.125 3.214 -0.060
C 1.526 -6.930 2.014 -0.253
O 1.551 -5.522 2.029 0.109
C 1.443 -5.212 3.354 -0.579
O 1.725 -4.091 3.747 0.146
O 0.963 -6.182 4.009 0.104
F 0.960 -7.293 0.841 0.059
H 0.468 -8.099 3.703 0.151
H -0.480 -6.643 3.038 0.157
H 2.479 -7.418 2.218 0.162
C -4.753 0.478 -2.831 -0.104
C -5.326 0.040 -1.506 -0.370
O -5.479 -1.313 -1.734 0.096
C -5.777 -1.469 -3.132 -0.440
O -6.448 -2.375 -3.534 0.177
O -5.213 -0.414 -3.805 0.093
F -6.542 0.555 -1.242 0.076
H -3.702 0.437 -2.545 0.129
H -4.806 1.559 -2.963 0.145
H -4.676 0.057 -0.631 0.165
O -6.786 -0.669 9.470 -0.303
P -7.268 -0.758 8.064 0.588
N -5.837 -1.044 7.160 -0.316
C -4.763 -0.010 7.098 -0.091
C -5.230 -2.293 7.340 -0.190
N -7.915 0.643 7.327 -0.279
C -7.925 0.916 5.885 -0.152
C -8.928 1.560 7.941 -0.096
N -8.377 -2.008 7.738 -0.307
C -9.326 -2.523 8.689 -0.136
C -8.653 -2.334 6.275 -0.065
H -4.285 -0.058 6.120 0.079
H -4.121 -0.091 7.976 0.085
H -5.270 0.954 7.073 0.067
H -4.646 -2.564 6.460 0.081
H -5.978 -3.080 7.430 0.070
H -4.556 -2.363 8.194 0.083
H -7.018 0.607 5.366 0.079
H -8.875 0.586 5.463 0.064
H -7.999 1.962 5.585 0.062
H -8.724 2.614 7.752 0.079
H -9.907 1.375 7.499 0.070
H -9.100 1.433 9.010 0.076
H -9.292 -3.611 8.735 0.075
H -9.029 -2.323 9.719 0.078
H -10.335 -2.215 8.414 0.079
H -7.931 -3.041 5.866 0.076
H -8.928 -1.404 5.778 0.051
H -9.614 -2.845 6.218 0.071
O -1.752 -0.024 0.140 -0.332
P -0.262 -0.221 0.204 0.665
N 0.369 -1.704 -0.356 -0.299
C 0.060 -2.126 -1.717 -0.127
C 0.778 -2.788 0.575 -0.102
N 0.164 -0.122 1.909 -0.280
C 1.603 0.216 2.329 -0.096
C -0.669 -0.627 2.981 -0.118
N 0.701 1.118 -0.484 -0.261
C 1.296 0.893 -1.807 -0.132
C 0.177 2.484 -0.261 -0.119
H -0.547 -3.022 -1.845 0.084
H 0.988 -2.068 -2.285 0.071
H -0.616 -1.369 -2.115 0.066
H 1.261 -3.654 0.121 0.080
H -0.120 -3.168 1.061 0.080
H 1.424 -2.339 1.330 0.057
H 2.003 -0.695 2.776 0.052
H 2.337 0.200 1.524 0.066
H 1.863 0.760 3.237 0.071
H 0.002 -0.877 3.803 0.086
H -1.501 0.069 3.087 0.067
H -1.142 -1.580 2.745 0.068
H 0.573 0.996 -2.616 0.078
H 2.232 1.392 -2.062 0.082
H 1.621 -0.146 -1.867 0.041
H -0.904 2.597 -0.183 0.059
H 0.560 3.219 -0.969 0.066
H 0.519 2.888 0.692 0.068
O 1.524 5.210 3.012 -0.303
P 2.826 4.920 3.720 0.589
N 3.720 6.170 4.457 -0.310
C 2.984 7.345 4.921 -0.118
C 5.176 6.010 4.851 -0.084
N 3.961 4.266 2.653 -0.293
C 4.752 5.180 1.806 -0.111
C 3.754 2.844 2.202 -0.084
N 2.618 3.869 5.061 -0.297
C 3.586 3.324 5.994 -0.121
C 1.257 3.928 5.731 -0.101
H 2.007 7.459 4.452 0.070
H 3.408 8.283 4.562 0.073
H 2.984 7.339 6.011 0.079
H 5.253 5.973 5.938 0.070
H 5.703 6.835 4.372 0.080
H 5.571 5.044 4.534 0.063
H 5.816 5.181 2.047 0.074
H 4.549 5.006 0.750 0.075
H 4.462 6.221 1.952 0.070
H 3.087 2.444 2.965 0.035
H 3.400 2.806 1.172 0.076
H 4.647 2.220 2.232 0.076
H 3.834 4.101 6.717 0.074
H 3.114 2.492 6.518 0.078
H 4.470 3.029 5.430 0.077
H 1.069 3.061 6.364 0.071
H 0.454 3.990 4.996 0.045
H 1.117 4.769 6.411 0.077
O 6.041 6.680 -6.710 -0.324
P 4.876 6.081 -5.900 0.647
N 3.385 6.589 -6.432 -0.328
C 3.072 6.281 -7.821 -0.107
C 2.766 7.803 -5.890 -0.091
N 4.838 6.429 -4.149 -0.297
C 6.106 6.618 -3.479 -0.124
C 3.673 6.127 -3.246 -0.125
N 4.736 4.365 -5.879 -0.304
C 3.565 3.540 -5.676 -0.144
C 5.914 3.497 -5.493 -0.100
H 3.109 5.193 -7.868 0.067
H 3.724 6.776 -8.541 0.085
H 2.057 6.593 -8.069 0.080
H 3.522 8.551 -5.655 0.084
H 2.258 7.490 -4.978 0.051
H 2.059 8.170 -6.634 0.081
H 5.969 6.920 -2.441 0.083
H 6.629 5.673 -3.624 0.066
H 6.562 7.404 -4.082 0.074
H 3.252 7.025 -2.794 0.054
H 2.813 5.623 -3.689 0.054
H 3.815 5.455 -2.400 0.071
H 2.749 4.167 -5.317 0.060
H 3.264 3.136 -6.642 0.077
H 3.729 2.742 -4.952 0.077
H 6.846 4.052 -5.601 0.070
H 5.894 2.680 -6.214 0.080
H 5.890 3.124 -4.469 0.076
O -1.526 -9.583 -4.169 -0.329
P -2.332 -8.865 -3.084 0.708
N -3.462 -9.837 -2.201 -0.301
C -3.058 -10.711 -1.076 -0.116
C -4.764 -10.148 -2.783 -0.114
N -3.257 -7.454 -3.604 -0.328
C -2.980 -7.060 -4.942 -0.152
C -4.039 -6.578 -2.837 -0.137
N -1.280 -8.088 -1.923 -0.298
C -0.126 -7.257 -2.323 -0.098
C -1.761 -7.693 -0.617 -0.140
H -3.752 -10.669 -0.236 0.082
H -2.113 -10.477 -0.584 0.060
H -2.920 -11.726 -1.448 0.083
H -4.538 -10.622 -3.738 0.079
H -5.373 -9.312 -3.125 0.069
H -5.392 -10.783 -2.158 0.086
H -2.967 -7.888 -5.651 0.082
H -3.820 -6.461 -5.292 0.079
H -2.126 -6.417 -5.158 0.057
H -4.174 -7.097 -1.889 0.070
H -3.584 -5.589 -2.783 0.090
H -4.991 -6.507 -3.362 0.087
H 0.232 -7.686 -3.259 0.076
H -0.420 -6.231 -2.544 0.062
H 0.619 -7.229 -1.528 0.064
H -1.973 -8.517 0.065 0.066
H -2.595 -7.006 -0.756 0.058
H -1.053 -7.021 -0.133 0.059
O 0.688 -2.537 -8.631 -0.314
P -0.416 -3.202 -7.840 0.630
N -1.168 -2.066 -6.815 -0.312
C -0.529 -0.788 -6.619 -0.129
C -2.324 -2.365 -6.043 -0.118
N 0.133 -4.486 -6.730 -0.300
C 0.434 -4.444 -5.260 -0.091
C 0.576 -5.758 -7.357 -0.116
N -1.687 -3.859 -8.697 -0.316
C -2.083 -3.276 -9.982 -0.084
C -2.554 -4.817 -8.090 -0.162
H -0.122 -0.490 -7.586 0.071
H 0.243 -0.734 -5.852 0.072
H -1.248 -0.001 -6.393 0.077
H -3.070 -2.670 -6.775 0.071
H -2.664 -1.521 -5.442 0.082
H -2.224 -3.228 -5.385 0.065
H -0.335 -4.907 -4.641 0.041
H 1.399 -4.943 -5.167 0.082
H 0.396 -3.382 -5.019 0.063
H -0.033 -5.998 -8.229 0.062
H 1.502 -5.485 -7.863 0.075
H 0.665 -6.601 -6.672 0.083
H -1.318 -2.938 -10.681 0.085
H -2.617 -4.031 -10.560 0.078
H -2.840 -2.533 -9.731 0.083
H -2.607 -5.820 -8.513 0.079
H -3.609 -4.611 -8.267 0.088
H -2.192 -4.973 -7.073 0.051
O 6.690 -4.499 0.828 -0.266
P 7.588 -5.608 1.101 0.592
N 8.417 -5.469 2.611 -0.299
C 7.753 -4.969 3.821 -0.099
C 9.768 -5.724 2.862 -0.181
N 8.707 -5.799 -0.139 -0.293
C 9.709 -4.780 -0.420 -0.103
C 9.090 -7.107 -0.650 -0.141
N 6.844 -7.185 1.244 -0.317
C 7.629 -8.274 1.828 -0.117
C 5.352 -7.397 1.276 -0.089
H 7.510 -3.912 3.712 0.081
H 8.478 -4.971 4.636 0.075
H 6.885 -5.465 4.255 0.077
H 9.921 -6.562 3.542 0.079
H 10.385 -5.001 3.395 0.089
H 10.234 -6.095 1.949 0.068
H 10.462 -4.598 0.346 0.074
H 10.148 -5.054 -1.379 0.083
H 9.178 -3.846 -0.607 0.082
H 9.345 -6.988 -1.703 0.085
H 9.825 -7.739 -0.150 0.078
H 8.167 -7.678 -0.748 0.074
H 8.538 -8.467 1.258 0.058
H 7.648 -8.111 2.905 0.083
H 7.054 -9.187 1.669 0.082
H 4.669 -6.593 1.002 0.066
H 5.218 -7.499 2.353 0.072
H 5.155 -8.257 0.636 0.082
O -5.701 3.668 5.091 -0.306
P -4.947 3.936 3.832 0.660
N -4.738 5.585 3.541 -0.295
C -3.554 6.173 2.942 -0.116
C -5.874 6.518 3.694 -0.095
N -5.708 3.331 2.345 -0.294
C -5.227 3.834 0.999 -0.093
C -6.934 2.647 2.273 -0.153
N -3.337 3.250 3.916 -0.280
C -2.389 3.156 2.892 -0.160
C -2.711 3.192 5.272 -0.097
H -3.545 7.262 2.990 0.093
H -3.460 6.017 1.867 0.031
H -2.653 5.755 3.391 0.065
H -6.523 6.050 4.434 0.066
H -6.495 6.690 2.814 0.077
H -5.527 7.424 4.192 0.084
H -5.252 3.046 0.247 0.074
H -5.809 4.683 0.640 0.086
H -4.178 4.104 1.123 0.023
H -7.547 2.821 3.157 0.067
H -7.490 2.955 1.388 0.085
H -6.653 1.595 2.305 0.083
H -2.010 4.139 2.611 0.059
H -1.552 2.474 3.042 0.082
H -3.008 2.689 2.126 0.075
H -2.396 2.227 5.667 0.071
H -3.429 3.565 6.003 0.067
H -1.763 3.722 5.364 0.056
O -2.342 8.763 0.013 -0.309
P -1.356 7.980 -0.800 0.640
N -0.900 8.885 -2.239 -0.331
C 0.399 9.474 -2.299 -0.129
C -1.773 9.086 -3.372 -0.113
N -1.919 6.518 -1.271 -0.310
C -1.389 6.011 -2.518 -0.110
C -2.629 5.577 -0.540 -0.150
N 0.061 7.548 0.137 -0.302
C -0.113 7.573 1.539 -0.149
C 0.975 6.541 -0.224 -0.127
H 0.528 10.232 -1.526 0.088
H 0.320 10.115 -3.177 0.074
H 1.234 8.789 -2.447 0.064
H -1.610 10.114 -3.695 0.084
H -2.827 8.915 -3.154 0.091
H -1.472 8.379 -4.145 0.070
H -0.732 6.718 -3.025 0.066
H -0.969 5.013 -2.392 0.077
H -2.302 5.817 -3.081 0.088
H -2.019 4.815 -0.056 0.082
H -3.490 5.944 0.018 0.072
H -3.254 4.917 -1.142 0.084
H -0.662 6.726 1.950 0.077
H 0.852 7.412 2.020 0.053
H -0.387 8.602 1.770 0.089
H 1.797 6.504 0.491 0.082
H 1.318 6.638 -1.255 0.061
H 0.451 5.585 -0.229 0.066
```